# 1
The following is a DFT calculation (the ωB97M-V functional and the def2-TZVPD basis) of the ion FN2 with charge +1 at a distorted geometry.

```
3
Properties=species:S:1:pos:R:3:forces:R:3:lowdin_charge:R:1
F -1.276563 -0.020312 -0.004440 4.4 0.3 0.1 0.3024
N 0.088721 0.031643 0.017281 -3.2 -0.4 -0.2 0.1839
N 1.187843 -0.011332 -0.012842 -1.2 0.2 0.1 0.5137
```
Forces are in eV/Å.

Properties
Frontier orbital gap = 14.745 eV
Energy relative to the best compared isomer or geometry (same formula, charge and spin) = 0.216 eV
SMILES = N#[N+]F
Charge = +1
F_max = 4.43 eV/Å
Energy = -208.86120 Eh

# 2
The following is a DFT calculation (the ωB97M-V functional and the def2-TZVPD basis) of an isolated molecule of C18H21N3O2S.

```
45
Properties=species:S:1:pos:R:3:forces:R:3:lowdin_charge:R:1
S 0.185567 -2.742004 0.466587 0.1 -0.4 -0.2 0.6585
O -0.608609 -2.676977 1.662472 0.0 0.3 -0.1 -0.2995
O 1.004125 -3.893157 0.239177 0.1 0.2 -0.3 -0.2795
N -0.894779 -2.673359 -0.814200 0.5 -0.3 0.7 -0.1097
N -1.872625 0.790403 -0.180826 0.2 -0.1 -0.2 0.0291
N -0.454644 -0.046764 -1.689263 -0.2 -0.5 -0.3 0.1756
C 1.810373 0.887746 1.165252 0.1 -0.1 -0.1 -0.0241
C -0.203784 1.293969 -1.561666 -0.5 0.3 0.4 -0.2252
C 0.726903 2.102541 -2.201613 -0.1 0.0 0.0 -0.0205
C 2.178738 -1.207312 -0.609652 0.1 -0.1 0.0 -0.0571
C -1.089665 1.839438 -0.606012 0.5 0.0 -0.5 -0.1681
C -1.431482 -0.307783 -0.864361 0.1 0.4 -0.3 -0.2816
C 1.030567 -0.248785 1.271888 -0.1 0.0 0.1 -0.0522
C 3.605481 2.236229 0.064519 0.0 0.0 0.0 -0.0379
C 1.215952 -1.281760 0.375424 -0.3 -0.6 0.2 -0.2881
C -2.983240 0.919320 0.728736 -0.2 0.2 0.5 -0.1277
C -0.125204 3.969958 -0.913140 -0.1 0.1 0.1 -0.0935
C 2.780663 0.992115 0.173032 0.0 0.0 0.1 -0.2727
C 0.750266 3.438770 -1.862570 0.1 0.0 -0.2 -0.1084
C -1.947773 -1.695834 -0.668195 -0.4 0.1 0.2 -0.1531
C -2.548692 1.037189 2.199169 -0.2 -0.2 0.0 -0.2196
C -1.060184 3.183676 -0.270382 -0.1 0.0 0.1 -0.0163
C 2.960518 -0.069821 -0.705845 -0.1 -0.1 0.1 -0.0316
C -2.544528 -0.298881 2.933326 0.1 0.2 -0.1 -0.0988
H -3.236437 1.714931 2.709815 0.1 0.1 0.0 0.1066
H -1.873887 -1.021811 2.474610 0.0 0.0 0.0 0.0306
H 4.376130 2.129874 -0.693767 0.1 0.0 0.0 0.0785
H -3.546410 -0.723679 2.947129 -0.1 -0.1 0.0 0.0792
H -0.069754 5.022804 -0.678724 0.0 0.1 0.0 0.0999
H 0.286401 -0.354810 2.044527 -0.1 0.1 0.1 0.1011
H -3.646669 0.062055 0.599832 0.0 0.1 0.0 0.1253
H 1.400091 1.688360 -2.934106 0.1 -0.1 -0.1 0.1150
H 4.079139 2.464016 1.017846 0.1 0.1 0.0 0.0846
H 2.310270 -2.041388 -1.280287 0.1 -0.1 -0.1 0.1181
H 3.716204 -0.003811 -1.474501 0.1 0.0 -0.1 0.1152
H -0.403305 -2.586635 -1.691933 0.2 0.0 -0.2 0.1050
H 1.458479 4.097558 -2.343797 0.1 0.0 0.0 0.1019
H 1.668409 1.706505 1.855799 0.0 0.1 0.1 0.1210
H -1.735416 3.602221 0.460698 -0.1 0.1 0.1 0.1081
H -3.533183 1.819934 0.434291 0.0 -0.2 0.0 0.1265
H -2.736159 -1.921428 -1.395828 0.1 0.0 0.2 0.1365
H 2.967762 3.078099 -0.202522 0.0 0.1 0.0 0.0683
H -1.554851 1.488111 2.234697 0.0 0.1 0.0 0.1006
H -2.342577 -1.829175 0.340175 -0.2 0.1 -0.2 0.1030
H -2.227923 -0.153966 3.963700 0.0 -0.1 0.1 0.0773
```
Forces are in eV/Å.

Properties
Frontier orbital gap = 9.129 eV
Energy relative to the best compared isomer or geometry (same formula, charge and spin) = 1.106 eV
SMILES = CCCn1c(CNS(=O)(=O)c2ccc(C)cc2)nc2ccccc21
F_max = 0.90 eV/Å
Energy = -1411.46997 Eh

# 3
The following is a DFT calculation (the ωB97M-V functional and the def2-TZVPD basis) of a cluster of 3 separate species, C4H16NO2 in total at a distorted geometry.

```
23
Properties=species:S:1:pos:R:3:forces:R:3:lowdin_charge:R:1
O 4.085517 -0.641324 0.203267 -0.1 0.2 -0.5 0.1455
O 2.497741 1.322308 -0.754104 -0.4 0.2 -0.2 0.3386
N -0.465157 0.594673 0.018271 0.3 -0.3 0.8 0.0224
C -1.812408 -0.671832 -1.612946 0.1 -0.1 0.5 -0.0247
C -2.524798 -0.549156 0.842827 -0.5 -0.2 0.3 -0.0387
C -1.407926 -0.617990 -0.155360 0.9 -0.1 0.0 -0.3753
C -0.005409 0.854530 1.446202 -1.1 -0.6 -0.5 0.0275
H -3.321986 -1.226382 0.534157 0.1 -0.1 0.0 0.1113
H -0.750464 -1.455760 0.104686 -0.1 0.0 -0.2 0.1537
H -2.231038 -1.657311 -1.800663 -0.2 0.0 -0.1 0.1087
H -0.920854 1.211283 1.904857 0.4 0.4 0.6 0.1035
H 0.841987 1.524813 1.493460 -0.2 0.4 -0.2 0.0921
H -2.999852 0.427938 0.935257 0.1 0.2 -0.1 0.1057
H -2.567326 0.085349 -1.809722 0.0 0.1 -0.3 0.1037
H 4.920546 -0.295463 -0.139296 0.6 0.2 0.0 0.1216
H 3.099817 0.547811 -0.695229 0.6 -0.6 0.4 0.0768
H 2.689877 1.825741 -1.579446 0.2 0.2 -0.1 0.1815
H 4.336845 -1.541838 0.486546 -0.4 -0.1 0.2 0.1459
H -2.190183 -0.891707 1.820522 -0.1 0.2 0.1 0.0958
H -0.974142 1.401558 -0.347027 0.3 0.2 -0.1 0.1829
H -0.945945 -0.563447 -2.265728 -0.1 0.1 -0.2 0.0872
H 0.369579 0.409871 -0.530106 -0.3 0.2 -0.4 0.1227
H 0.275573 -0.093675 1.899565 -0.1 -0.1 -0.1 0.1115
```
Forces are in eV/Å.

Properties
Frontier orbital gap (spin up / spin down) = 11.703 / 3.703 eV
Energy relative to the best compared isomer or geometry (same formula, charge and spin) = 1.028 eV
2S+1 = 2
Charge = +2
F_max = 1.35 eV/Å
Expectation value of S² = 0.757
Energy = -366.44843 Eh

# 4
The following is a DFT calculation (the ωB97M-V functional and the def2-TZVPD basis) of a cluster of 2 separate species, CH3BrP2 in total at a distorted geometry.

```
7
Properties=species:S:1:pos:R:3:forces:R:3:lowdin_charge:R:1
Br 0.935773 -2.176309 0.580997 -0.4 0.2 0.0 0.4553
P 1.034230 -0.259597 -1.903063 1.0 1.6 -2.4 0.3173
P -0.184075 0.642639 -0.670410 -0.2 0.7 0.1 0.3489
C -0.312779 -0.689139 0.525881 -2.2 0.8 4.3 -1.1450
H -0.177001 -0.028022 1.803553 -0.8 -2.3 -4.0 0.1408
H -1.438882 -1.076381 0.354770 2.6 0.6 1.0 0.0410
H 1.014360 1.003448 -2.806364 0.0 -1.6 0.9 -0.1582
```
Forces are in eV/Å.

Properties
Frontier orbital gap = 8.841 eV
Energy relative to the best compared isomer or geometry (same formula, charge and spin) = 1.429 eV
F_max = 4.85 eV/Å
Energy = -3296.52027 Eh

# 5
The following is a DFT calculation (the ωB97M-V functional and the def2-TZVPD basis) of a structure of composition C38H34N4O2OsP at a distorted geometry.

```
80
Properties=species:S:1:pos:R:3:forces:R:3:lowdin_charge:R:1
Os 0.318483 0.827990 0.317371 -0.8 0.7 -0.5 1.6654
P 0.560716 -4.474948 0.482784 -0.1 0.1 0.1 1.2558
O 0.469048 -1.757701 0.475233 -0.3 -0.3 0.1 -0.0826
O -1.290282 -0.437723 0.465806 0.4 0.5 0.2 -0.1668
N 0.151792 0.596054 -1.766562 0.3 -0.3 0.1 -0.0586
N 0.103659 1.376057 2.322904 0.1 -0.4 0.1 -0.0776
N 2.147209 1.838750 0.124062 0.1 0.1 0.1 -0.0805
N -0.263813 2.990078 -0.537065 0.0 -0.1 -0.1 -0.2507
C -1.187555 -4.099223 0.657978 0.0 -0.1 0.0 -0.2779
C -0.264953 0.522015 4.526139 0.0 0.0 0.0 -0.0044
C 4.568257 3.159011 -0.008183 0.0 0.0 0.0 0.0188
C 2.857003 -4.248765 -2.831683 0.0 0.0 0.0 -0.0507
C -0.589126 1.506030 -2.437285 0.1 0.0 0.0 -0.2384
C 4.486900 1.907066 0.590886 0.0 0.0 0.0 -0.0040
C 1.708724 -6.982505 0.577537 0.0 0.1 0.0 -0.0552
C -0.896527 3.782650 0.533982 0.1 0.0 0.0 -0.1363
C -0.776648 1.400158 -3.799626 -0.1 0.0 0.0 0.0306
C -3.935875 -3.633373 0.803210 0.0 0.0 0.0 -0.0124
C 1.646251 -8.357070 2.545989 0.0 0.0 0.0 -0.0150
C 0.710445 -0.434710 -2.428027 0.0 0.0 -0.1 -0.0702
C -0.173183 2.635676 2.744131 0.0 -0.1 0.0 -0.2232
C -3.056101 -2.564358 0.691255 0.0 0.0 0.0 0.0164
C 2.042823 -8.153863 1.227868 0.0 0.0 0.0 -0.0352
C 0.551007 -0.591946 -3.788726 0.0 0.0 0.0 -0.0036
C 1.077395 -4.370981 -1.216616 0.0 0.0 -0.1 -0.3678
C -0.529791 2.851893 4.066138 0.0 0.0 0.0 0.0259
C 3.423168 3.734089 -0.534601 0.0 0.0 0.0 0.0272
C 2.223926 3.049406 -0.460791 0.0 0.0 0.0 -0.2407
C 0.962310 3.609863 -1.068323 0.0 0.0 0.0 -0.0889
C -0.582304 1.800369 4.964713 0.0 0.0 0.0 0.0182
C -0.769497 -1.628747 0.514207 0.2 -0.3 -0.1 -0.5840
C 0.559713 -4.353769 -3.563808 0.0 0.0 0.0 -0.0617
C 1.916936 -4.287763 -3.855520 0.0 0.0 0.0 -0.0537
C -0.049642 3.814922 1.809885 0.0 0.0 0.0 -0.0863
C -1.194486 2.614711 -1.613527 0.0 0.0 0.0 -0.1034
C 0.570930 -6.212359 2.589072 0.0 0.1 0.0 -0.0828
C -3.447672 -4.928745 0.848209 0.0 0.0 0.0 -0.0136
C 3.263525 1.282311 0.643270 0.0 -0.1 0.0 -0.0834
C -0.204207 0.337773 -4.486641 0.0 0.0 0.0 0.0182
C -1.686932 -2.785553 0.620066 0.0 0.1 0.0 -0.1383
C -2.078627 -5.163455 0.779611 0.0 0.0 0.0 -0.0462
C 0.951543 -6.006999 1.249447 0.1 -0.2 0.0 -0.3652
C 0.909284 -7.388189 3.223951 0.0 0.0 0.0 -0.0406
C 2.441865 -4.288289 -1.510945 0.0 0.0 0.0 -0.0895
C 0.062201 0.349653 3.204622 0.0 0.1 0.1 -0.0966
C 0.132299 -4.386749 -2.245122 0.0 0.0 0.0 -0.0623
H 0.607465 -7.556333 4.248446 0.0 0.0 0.0 0.1229
H 5.355680 1.427241 1.017585 0.0 0.0 0.0 0.1312
H 1.004661 3.960975 1.559832 0.0 0.0 0.0 0.1224
H -1.710852 -6.180475 0.807345 0.0 0.0 0.0 0.1206
H -3.428630 -1.550242 0.667110 0.0 0.0 0.0 0.1261
H -0.274533 -0.327372 5.193359 0.0 0.0 0.0 0.1297
H -1.364754 2.145943 -4.317327 0.0 0.0 0.0 0.1390
H 1.017474 -1.430619 -4.284407 0.0 0.0 0.0 0.1130
H -2.116953 2.252382 -1.153327 0.0 0.0 0.0 0.1432
H 3.138657 0.312877 1.107624 0.0 0.0 0.0 0.1212
H 3.175068 -4.266409 -0.713284 0.0 0.0 0.0 0.1193
H 1.012153 3.428623 -2.144818 0.0 0.0 0.0 0.1473
H 2.605640 -8.916548 0.707706 0.0 0.0 0.0 0.1247
H 1.912475 -9.276564 3.049971 0.0 0.0 0.0 0.1269
H 2.246241 -4.284236 -4.886581 0.0 0.0 0.0 0.1222
H 5.513543 3.683249 -0.058108 0.0 0.0 0.0 0.1380
H 3.454680 4.710341 -1.000246 0.0 0.0 0.0 0.1410
H 0.006553 -5.455314 3.120316 0.0 0.0 0.0 0.1148
H -1.058943 4.807330 0.186176 0.0 0.0 0.0 0.1436
H 1.999985 -6.837556 -0.453979 0.0 0.0 0.0 0.1088
H -4.127434 -5.765916 0.932723 0.0 0.0 0.0 0.1294
H 0.315631 -0.625678 2.809647 0.0 0.0 0.0 0.1077
H 0.938962 4.695699 -0.942160 0.0 0.0 0.0 0.1517
H -5.000393 -3.451678 0.859099 0.0 0.0 0.0 0.1275
H 1.280147 -1.137975 -1.833575 0.0 0.0 0.0 0.1120
H -0.342096 0.244610 -5.555737 0.0 0.0 0.0 0.1366
H 3.912355 -4.205647 -3.064545 0.0 0.0 0.0 0.1206
H -0.755860 3.858422 4.389133 0.0 0.0 0.0 0.1355
H -1.453077 3.464128 -2.253022 0.0 0.0 0.0 0.1514
H -1.876204 3.348827 0.739320 0.0 0.0 0.0 0.1383
H -0.332308 4.700238 2.376876 0.0 0.0 0.0 0.1329
H -0.924517 -4.463839 -2.021498 0.0 0.0 0.0 0.1140
H -0.860027 1.977908 5.995304 0.0 0.0 0.0 0.1374
H -0.166181 -4.410134 -4.364633 0.0 0.0 0.0 0.1212
```
Forces are in eV/Å.

Properties
Frontier orbital gap (spin up / spin down) = 7.657 / 6.528 eV
2S+1 = 5
Charge = +3
F_max = 1.15 eV/Å
Expectation value of S² = 6.026
Energy = -2269.11997 Eh

# 6
The following is a DFT calculation (the ωB97M-V functional and the def2-TZVPD basis) of a structure of composition C28H37BMnN12O2S3 at a distorted geometry.

```
84
Properties=species:S:1:pos:R:3:forces:R:3:lowdin_charge:R:1
Mn 0.545819 0.333000 -0.310094 0.7 1.5 -0.2 0.5782
S -3.302626 -1.588857 -0.302151 0.1 0.1 0.0 0.9686
S 2.969887 0.168475 -1.496186 -0.4 0.1 0.0 0.7625
S -2.229451 -4.195443 0.639655 0.0 0.0 0.0 0.9476
O 1.029038 -5.113580 1.909446 0.1 0.0 0.0 0.0413
O 1.637960 -1.108169 0.765225 -0.5 -0.5 0.1 -0.2016
N 5.355012 1.251934 1.395886 -0.1 -0.1 -0.2 0.1371
N 0.360584 2.584147 -1.116882 -0.1 -0.3 0.1 0.0820
N -1.119504 0.918022 0.786651 0.0 -0.5 -0.1 0.0318
N 5.042898 0.727111 0.165878 0.3 0.0 -0.1 0.0380
N 0.203766 -2.911243 0.766918 0.0 0.2 0.0 -0.0049
N -2.161134 1.508107 0.145754 0.2 0.1 0.0 0.0342
N -0.903003 2.905497 -1.498886 0.0 0.0 0.0 0.0280
N 3.192261 1.199952 1.034234 -0.1 0.2 0.1 -0.0691
N -0.730699 -2.005972 0.277239 -0.3 -0.3 0.1 -0.0647
N -1.728566 0.640659 -2.192995 0.1 0.1 -0.1 0.0297
N 1.827680 1.355032 1.235524 -0.2 0.0 -0.1 0.0948
N -0.586335 -0.064570 -1.986557 0.0 -0.3 0.4 0.0234
C 1.101336 3.665373 -1.356151 0.1 0.0 0.0 -0.3303
C -1.896495 -2.508855 0.214806 0.1 -0.1 0.0 -0.8713
C 2.566584 3.752627 -1.068763 0.0 -0.1 0.0 -0.0395
C 3.735703 -2.664470 1.630549 0.0 0.0 0.0 -0.0300
C 1.365166 -2.337542 0.974830 0.4 0.1 0.1 -0.4326
C -2.213083 4.794556 -2.492715 0.0 0.0 0.0 -0.0206
C 2.226378 -4.510230 1.977886 0.0 0.0 0.0 -0.2705
C -4.270441 -3.059569 -0.698779 0.0 0.0 0.0 -0.5204
C 4.204837 1.533706 1.909718 0.0 0.0 0.1 -0.3315
C -4.019047 -4.070510 0.402315 0.0 0.0 0.0 -0.5359
C -2.441267 0.075421 -3.181090 0.0 0.0 0.0 -0.3063
C -3.758032 0.604236 -3.643360 0.0 0.0 0.0 -0.0199
C 2.448186 -3.195282 1.532177 0.0 0.0 0.0 -0.0627
C 4.546136 -4.686752 2.613668 0.0 0.0 0.0 -0.0918
C -1.749564 -1.037931 -3.617945 0.0 0.0 0.0 0.0127
C 4.784992 -3.390364 2.160793 0.0 0.0 0.0 -0.0985
C 0.310669 4.686212 -1.903016 0.1 0.0 0.0 0.0095
C 3.963048 2.114594 3.250980 0.0 0.0 0.0 0.0051
C -0.594880 -1.093069 -2.825532 0.1 0.0 -0.1 -0.3247
C -3.200852 1.645805 0.985314 -0.1 0.0 0.0 -0.3013
C -4.503180 2.249327 0.574701 0.0 0.0 0.0 -0.0174
C -2.831638 1.116294 2.205850 0.0 -0.1 0.0 0.0094
C 3.729980 0.683266 -0.109472 0.2 -0.2 0.1 -0.7842
C 3.284848 -5.239507 2.524996 0.0 0.0 0.0 -0.0189
C -1.526555 0.641270 2.023923 0.1 0.1 0.0 -0.3255
C -0.960415 4.160376 -1.980752 0.0 0.0 0.0 -0.2706
C 0.502969 -2.104767 -2.821796 -0.1 0.0 0.0 -0.0217
C -0.664751 -0.102429 2.993842 0.0 0.0 0.0 -0.0212
B -2.041017 1.889782 -1.349607 -0.1 0.0 0.0 -0.5263
H 0.371589 -2.811597 -3.639924 0.0 0.0 0.0 0.0807
H 3.084349 -6.247060 2.866696 0.0 0.0 0.0 0.1149
H 5.770691 0.421088 -0.455866 0.0 0.0 0.0 0.1550
H 3.070621 4.286892 -1.873899 0.0 0.0 0.0 0.0854
H 2.764392 4.303066 -0.143805 0.0 0.0 0.0 0.0798
H -1.990809 5.807349 -2.824511 0.0 0.0 0.0 0.0794
H 1.565256 0.865121 2.084390 -0.1 0.0 0.0 0.0959
H -5.189444 2.235018 1.419574 0.0 0.0 0.0 0.0811
H 4.921722 2.336493 3.711345 0.0 0.0 0.0 0.0889
H 0.632029 5.670506 -2.203134 0.0 0.0 0.0 0.1087
H 0.416337 -4.475928 1.461340 0.0 0.0 0.0 0.0316
H -4.486280 -3.749931 1.332846 0.0 0.0 0.0 0.0721
H -4.480637 0.638382 -2.825865 0.0 0.0 0.0 0.0738
H -2.984512 4.844992 -1.723772 0.0 0.0 0.0 0.0765
H -4.152049 -0.043897 -4.424230 0.0 0.0 0.0 0.0805
H -3.671130 1.614066 -4.046646 0.0 0.0 0.0 0.0787
H -0.214820 0.570060 3.731252 0.0 0.0 0.0 0.0795
H -3.955466 -3.446988 -1.667955 0.0 0.0 0.0 0.0779
H -3.071093 2.376861 -1.719532 0.1 0.0 0.0 0.1147
H -2.042727 -1.723200 -4.396887 0.0 0.0 0.0 0.1090
H 5.354171 -5.270990 3.037872 0.0 0.0 0.0 0.1002
H 3.418353 1.414448 3.886908 0.0 0.0 0.0 0.0895
H -4.386609 -5.061282 0.135903 0.0 0.0 0.0 0.0751
H -5.317001 -2.758902 -0.750297 0.0 0.0 0.0 0.0775
H 3.011156 2.763694 -1.010968 0.0 0.1 0.0 0.0064
H 0.113957 -0.656129 2.469382 0.0 0.1 0.0 0.0455
H -3.440441 1.037257 3.091831 0.0 0.0 0.0 0.1111
H -4.382270 3.282063 0.245240 0.0 0.0 0.0 0.0790
H -4.956692 1.693550 -0.247604 0.0 0.0 0.0 0.0761
H 3.887829 -1.658199 1.264304 0.0 0.0 0.0 0.0887
H 3.380839 3.034943 3.180352 0.0 0.0 0.0 0.0846
H -1.255584 -0.835626 3.542821 0.0 0.0 0.0 0.0907
H -2.626813 4.240524 -3.336298 0.0 0.0 0.0 0.0794
H 1.575056 2.336630 1.273951 0.0 0.1 0.0 0.1204
H 1.476293 -1.627609 -2.930117 0.0 0.0 0.0 0.0307
H 0.510018 -2.661105 -1.881764 0.0 0.0 0.0 0.0671
H 5.776516 -2.960229 2.221035 0.0 0.0 0.0 0.0937
```
Forces are in eV/Å.

Properties
Frontier orbital gap (spin up / spin down) = 7.623 / 7.599 eV
Energy relative to the best compared isomer or geometry (same formula, charge and spin) = 0.696 eV
2S+1 = 2
F_max = 1.62 eV/Å
Expectation value of S² = 0.943
Energy = -4267.28601 Eh